Record 1
Below is an isolated ion of composition C5H11N2O and charge +1 in a non-equilibrium geometry, with properties calculated with ωB97M-V/def2-TZVPD.

Geometry as ORCA input:
```
! RIJCOSX wB97M-V def2-TZVPD def2/J DEFGRID3
* xyz 1 1
O 2.55 0.54 -1.66
N 0.92 0.63 0.97
N -1.58 0.35 2.53
C -0.10 -0.11 0.53
C 0.03 -0.93 -0.72
C 0.20 -0.14 -2.05
C 1.63 0.40 -2.43
C -1.17 -0.40 1.32
H -2.00 -1.04 1.04
H 0.90 1.25 1.76
H 0.87 -1.63 -0.75
H 1.83 0.63 -3.49
H -1.12 0.00 3.38
H -1.15 1.27 2.41
H 0.13 -0.83 -2.90
H -0.40 0.75 -2.25
H -2.59 0.33 2.62
H 1.83 0.56 0.53
H -0.78 -1.64 -0.85
*
```

Output
- HOMO (eV) = -12.93
- M (g mol⁻¹) = 115.16
- SMILES string = N/C(=C\[NH3+])CCC=O
- LUMO energy (eV) = -3.70
- total energy (a.u.) = -381.57654

These are the Mulliken partial charges, in e, on atoms 1 to 2: O -0.47; N -0.36


Record 2
Below is an isolated molecule of C3H6N2S in a non-equilibrium geometry, with properties calculated with ωB97M-V/def2-TZVPD.

Geometry as ORCA input:
```
! RIJCOSX wB97M-V def2-TZVPD def2/J DEFGRID3
* xyz 0 1
S 0.95 -2.47 2.45
N 0.56 -0.59 0.66
N 0.97 0.48 -0.09
C 1.39 -1.19 1.51
C 0.09 1.04 -0.88
C -1.38 0.64 -1.05
H -0.44 -0.86 0.61
H -1.78 1.37 -1.77
H -1.82 0.71 -0.02
H 0.52 1.81 -1.52
H 2.31 -0.57 1.53
H -1.38 -0.39 -1.43
*
```

Output
- HOMO (eV) = -8.59
- M (g mol⁻¹) = 102.16
- SMILES string = C/C=N\NC=S
- LUMO energy (eV) = 0.27
- total energy (a.u.) = -625.55496

These are the Mulliken partial charges, in e, on atoms 1 to 2: S -0.34; N 0.22